# 1
{"formula": "C36H20CaF8N4O4S", "method": "ωB97M-V with the def2-TZVPD basis set", "symbols": ["Ca", "O", "C", "C", "C", "C", "C", "C", "C", "N", "N", "C", "O", "C", "C", "C", "C", "C", "C", "H", "H", "H", "H", "H", "H", "H", "H", "H", "H", "F", "C", "C", "F", "C", "F", "C", "S", "C", "F", "C", "F", "O", "C", "O", "C", "C", "C", "C", "C", "C", "C", "C", "C", "N", "H", "H", "H", "H", "H", "H", "F", "C", "F", "F", "C", "C", "C", "N", "C", "C", "H", "H", "H", "H"], "positions_angstrom": [[0.186, -0.107, -0.014], [2.232, 0.560, -0.020], [2.765, 1.336, 0.857], [4.044, 1.059, 1.413], [4.629, 1.895, 2.339], [3.996, 3.068, 2.777], [2.746, 3.354, 2.256], [2.109, 2.529, 1.327], [0.740, 2.928, 0.924], [-0.055, 2.162, 0.290], [-1.379, 2.614, 0.091], [-2.102, 1.679, -0.511], [-1.741, 0.544, -0.948], [-3.564, 2.048, -0.601], [-4.197, 2.903, 0.292], [-5.560, 3.152, 0.180], [-6.303, 2.557, -0.835], [-5.669, 1.710, -1.741], [-4.309, 1.454, -1.618], [4.531, 0.150, 1.079], [5.604, 1.633, 2.739], [4.459, 3.722, 3.505], [2.216, 4.246, 2.583], [0.374, 3.906, 1.248], [-3.603, 3.373, 1.067], [-6.044, 3.812, 0.892], [-7.366, 2.751, -0.921], [-6.233, 1.249, -2.543], [-3.792, 0.794, -2.306], [1.366, -5.536, -3.736], [1.013, -4.260, -3.989], [0.879, -3.345, -2.969], [1.099, -3.724, -1.709], [0.515, -2.041, -3.266], [0.417, -1.237, -2.171], [0.251, -1.542, -4.542], [-0.223, 0.105, -4.885], [0.412, -2.523, -5.530], [0.205, -2.224, -6.826], [0.775, -3.832, -5.278], [0.902, -4.711, -6.294], [1.879, -2.902, 2.636], [1.188, -2.014, 2.139], [0.656, -1.968, 0.991], [0.841, -0.822, 3.083], [1.495, -0.813, 4.350], [1.135, 0.133, 5.248], [0.119, 1.070, 4.916], [-0.331, 2.066, 5.820], [-1.303, 2.949, 5.448], [-1.867, 2.876, 4.150], [-1.449, 1.927, 3.262], [-0.447, 0.999, 3.636], [-0.057, 0.053, 2.710], [2.247, -1.566, 4.529], [1.611, 0.187, 6.223], [0.116, 2.116, 6.807], [-1.640, 3.709, 6.141], [-2.628, 3.587, 3.851], [-1.845, 1.883, 2.253], [-5.273, -5.253, 2.969], [-5.608, -4.149, 2.268], [-6.418, -4.548, 1.259], [-6.357, -3.370, 3.084], [-4.405, -3.405, 1.750], [-4.586, -2.362, 0.861], [-3.467, -1.675, 0.420], [-2.226, -1.975, 0.817], [-2.068, -2.987, 1.663], [-3.130, -3.734, 2.162], [-5.571, -2.075, 0.513], [-3.548, -0.851, -0.280], [-1.046, -3.216, 1.946], [-2.950, -4.551, 2.846]], "forces_ev_per_angstrom": [[-0.51, -0.92, -0.63], [0.89, 0.37, 0.42], [-0.36, 0.14, -0.29], [-0.03, 0.18, 0.07], [0.02, 0.03, 0.04], [-0.06, -0.20, -0.17], [0.02, 0.04, 0.04], [-0.50, 0.25, -0.04], [0.50, -0.21, 0.12], [-0.83, 0.46, -0.13], [0.54, -0.23, 0.02], [0.11, 0.54, 0.46], [-0.64, 0.65, 0.02], [0.05, -0.32, -0.45], [0.00, 0.09, 0.05], [0.04, -0.05, -0.05], [0.12, -0.03, 0.01], [0.06, 0.05, 0.08], [-0.13, -0.02, -0.01], [0.02, 0.02, 0.02], [0.00, 0.01, 0.01], [0.02, -0.02, 0.00], [0.03, -0.01, 0.01], [0.08, 0.07, 0.04], [-0.03, -0.02, -0.02], [0.00, -0.01, -0.02], [0.02, 0.00, 0.00], [0.00, 0.01, 0.02], [-0.04, 0.02, 0.01], [0.02, -0.08, -0.01], [0.03, -0.09, 0.03], [-0.06, 0.23, -0.09], [0.01, 0.00, 0.08], [0.06, -0.14, 0.71], [-0.04, 0.08, -0.35], [-0.16, 0.60, -0.16], [0.18, -0.64, 0.13], [0.02, -0.23, -0.31], [-0.03, 0.10, -0.03], [-0.04, 0.13, -0.11], [0.00, -0.03, -0.06], [0.05, -0.10, 0.05], [-0.30, 0.26, -0.25], [0.65, -0.76, 0.96], [0.32, -0.51, -0.12], [-0.27, 0.23, -0.17], [0.02, 0.11, 0.16], [0.14, 0.01, 0.33], [0.07, -0.10, -0.07], [-0.10, 0.02, -0.16], [0.04, 0.06, 0.16], [0.05, -0.08, -0.01], [0.03, -0.13, -0.66], [0.05, 0.02, 0.38], [-0.02, -0.01, 0.00], [-0.03, 0.04, -0.01], [0.00, -0.01, -0.02], [-0.01, 0.01, -0.01], [0.01, 0.01, 0.03], [0.02, 0.00, 0.08], [-0.19, 0.19, -0.10], [0.22, 0.10, -0.13], [0.05, 0.04, 0.29], [0.02, -0.24, -0.12], [-0.27, -0.19, 0.13], [-0.07, 0.19, -0.14], [0.22, -0.04, 0.08], [-0.24, 0.06, -0.11], [0.02, 0.04, -0.02], [0.17, -0.04, 0.05], [0.01, -0.03, 0.02], [0.04, -0.01, 0.02], [-0.05, 0.02, -0.06], [0.00, 0.02, -0.01]], "homo_lumo_gap_ev": 5.79, "mol_weight_g_mol": 796.71, "relative_energy_kcal_mol": 18.8, "energy_ev": -102827.7880, "charge": -2, "multiplicity": 1}

***

# 2
{"formula": "C36H21NO7", "method": "ωB97M-V with the def2-TZVPD basis set", "symbols": ["O", "C", "C", "C", "C", "C", "C", "C", "C", "O", "C", "C", "C", "C", "C", "C", "H", "H", "H", "H", "H", "H", "H", "H", "O", "C", "C", "C", "C", "C", "C", "C", "C", "O", "C", "C", "C", "C", "C", "C", "H", "H", "H", "H", "H", "H", "H", "H", "C", "C", "C", "C", "O", "C", "O", "C", "N", "C", "C", "O", "H", "H", "H", "H", "H"], "positions_angstrom": [[2.895, 1.606, -3.027], [1.771, 1.141, -3.015], [1.315, 0.295, -1.883], [2.178, 0.052, -0.820], [1.750, -0.705, 0.262], [0.457, -1.221, 0.284], [-0.401, -0.995, -0.783], [0.026, -0.243, -1.872], [-0.894, -0.022, -3.016], [-1.996, -0.534, -3.031], [-0.445, 0.841, -4.139], [-1.309, 1.087, -5.202], [-0.913, 1.917, -6.239], [0.348, 2.507, -6.218], [1.218, 2.254, -5.168], [0.827, 1.416, -4.127], [3.181, 0.457, -0.833], [2.420, -0.890, 1.090], [0.119, -1.801, 1.135], [-1.404, -1.403, -0.761], [-2.293, 0.633, -5.219], [-1.588, 2.111, -7.064], [0.653, 3.163, -7.025], [2.199, 2.712, -5.158], [-8.257, -1.501, 0.847], [-7.258, -1.544, 1.538], [-6.082, -0.694, 1.222], [-6.135, 0.174, 0.136], [-5.057, 1.000, -0.144], [-3.922, 0.963, 0.660], [-3.857, 0.087, 1.733], [-4.934, -0.748, 2.014], [-4.846, -1.695, 3.155], [-3.826, -1.780, 3.811], [-6.029, -2.530, 3.483], [-5.975, -3.396, 4.571], [-7.085, -4.156, 4.907], [-8.254, -4.054, 4.158], [-8.307, -3.203, 3.065], [-7.194, -2.442, 2.720], [-7.019, 0.209, -0.489], [-5.102, 1.678, -0.988], [-3.085, 1.618, 0.447], [-2.970, 0.058, 2.353], [-5.069, -3.474, 5.160], [-7.042, -4.827, 5.757], [-9.123, -4.642, 4.427], [-9.218, -3.130, 2.483], [10.645, 1.235, 1.112], [9.183, 1.713, 0.969], [8.425, 1.979, 2.056], [6.958, 2.419, 1.780], [6.421, 3.302, 2.368], [6.268, 1.627, 0.617], [4.920, 1.211, 0.751], [4.894, -0.109, 0.996], [4.852, -1.219, 1.219], [7.014, 1.376, -0.467], [8.496, 1.870, -0.425], [9.045, 2.342, -1.368], [11.329, 1.638, 0.333], [10.986, 1.448, 2.150], [10.635, 0.121, 0.972], [8.832, 1.886, 3.079], [6.631, 0.814, -1.340]], "forces_ev_per_angstrom": [[-0.10, -0.05, -0.01], [0.57, 0.21, 0.02], [-0.08, -0.07, 0.07], [-0.05, -0.16, 0.24], [-0.17, 0.06, -0.08], [0.02, 0.08, -0.11], [-0.02, -0.12, 0.21], [0.13, 0.03, 0.10], [-0.56, -0.28, 0.03], [0.11, 0.08, 0.00], [0.11, 0.11, -0.11], [-0.06, 0.09, -0.18], [0.06, -0.02, 0.08], [-0.02, -0.07, 0.08], [-0.01, 0.11, -0.19], [-0.16, 0.03, -0.12], [-0.13, 0.08, -0.20], [-0.08, -0.05, -0.05], [0.02, 0.02, -0.05], [0.04, 0.08, -0.16], [0.09, -0.04, 0.15], [0.03, -0.01, 0.04], [-0.01, -0.04, 0.04], [-0.03, -0.12, 0.13], [0.10, -0.01, 0.08], [-0.49, 0.04, -0.37], [0.17, 0.07, 0.01], [0.07, 0.15, -0.12], [-0.01, -0.06, 0.07], [-0.06, -0.07, 0.01], [0.14, 0.15, -0.11], [-0.09, 0.10, -0.14], [0.53, -0.02, 0.33], [-0.11, 0.00, -0.07], [-0.17, -0.08, -0.01], [-0.08, -0.14, 0.14], [0.00, 0.06, -0.08], [0.08, 0.06, -0.04], [-0.12, -0.15, 0.11], [0.05, -0.09, 0.18], [-0.01, -0.11, 0.14], [0.00, -0.05, 0.04], [-0.03, -0.05, 0.00], [-0.12, -0.12, 0.04], [0.01, 0.12, -0.13], [0.00, 0.04, -0.04], [0.04, 0.03, -0.02], [0.14, 0.09, -0.07], [-0.74, -0.39, -0.35], [0.01, -0.05, 0.42], [-0.51, -0.13, -1.44], [0.76, -1.31, -0.15], [-0.51, 0.27, 0.41], [1.70, 0.38, -0.27], [0.58, -1.56, 0.42], [0.11, 3.98, -0.61], [-0.06, -2.17, 0.41], [0.09, 0.08, 0.45], [-0.80, -0.86, 1.64], [0.33, 0.01, -0.59], [-0.53, -0.03, 0.67], [-0.06, -0.07, -0.90], [0.09, 0.87, 0.14], [-0.54, 0.42, -0.62], [0.34, 0.61, 0.46]], "homo_lumo_gap_ev": 8.69, "mol_weight_g_mol": 579.56, "relative_energy_kcal_mol": 55.5, "energy_ev": -53492.9839, "smiles": "O=C1c2ccccc2C(=O)c2ccccc21.O=C1c2ccccc2C(=O)c2ccccc21.CC1=CC(=O)C(OC#N)=CC1=O", "multiplicity": 1}

***

# 3
{"formula": "C36H23AsAuClN3O4", "method": "ωB97M-V with the def2-TZVPD basis set", "symbols": ["Au", "O", "C", "O", "C", "C", "Cl", "N", "N", "C", "C", "O", "O", "C", "C", "C", "C", "C", "C", "H", "H", "H", "H", "H", "H", "C", "C", "C", "C", "C", "C", "As", "C", "C", "C", "C", "C", "C", "C", "C", "C", "C", "C", "C", "H", "H", "H", "H", "H", "H", "H", "H", "H", "H", "H", "H", "H", "N", "C", "C", "C", "C", "C", "C", "C", "H", "H", "H", "H"], "positions_angstrom": [[1.023, 0.209, 0.495], [5.836, 2.994, 1.917], [5.130, 3.789, 1.133], [5.394, 4.947, 0.964], [3.937, 3.185, 0.456], [3.092, 3.869, -0.420], [3.228, 5.420, -1.055], [2.141, 3.013, -0.853], [2.326, 1.811, -0.272], [3.405, 1.900, 0.506], [3.798, 0.616, 1.200], [4.866, 0.551, 1.777], [2.952, -0.354, 1.083], [1.192, 3.120, -1.917], [1.298, 2.183, -2.936], [0.428, 2.261, -4.011], [-0.528, 3.268, -4.057], [-0.612, 4.200, -3.032], [0.256, 4.137, -1.952], [5.531, 2.055, 1.899], [2.079, 1.435, -2.907], [0.515, 1.550, -4.820], [-1.200, 3.336, -4.902], [-1.355, 4.984, -3.071], [0.185, 4.849, -1.143], [0.477, -3.135, -3.574], [-0.821, -2.924, -3.134], [-1.057, -2.543, -1.820], [0.023, -2.377, -0.962], [1.332, -2.583, -1.395], [1.551, -2.968, -2.708], [-0.263, -1.731, 0.817], [-2.058, -1.890, 1.427], [-3.225, -1.346, 0.914], [-4.425, -1.619, 1.554], [-4.440, -2.416, 2.694], [-3.267, -2.951, 3.206], [-2.057, -2.695, 2.575], [-0.730, -3.192, 3.028], [-0.494, -4.024, 4.113], [0.807, -4.414, 4.407], [1.881, -3.984, 3.636], [1.666, -3.154, 2.544], [0.364, -2.778, 2.265], [0.655, -3.438, -4.596], [-1.653, -3.063, -3.811], [-2.070, -2.384, -1.472], [2.171, -2.430, -0.724], [2.561, -3.138, -3.056], [-3.211, -0.713, 0.037], [-5.345, -1.204, 1.168], [-5.379, -2.620, 3.191], [-3.302, -3.563, 4.096], [-1.311, -4.375, 4.728], [0.985, -5.062, 5.254], [2.887, -4.289, 3.888], [2.494, -2.780, 1.955], [-5.369, 3.495, -1.086], [-4.384, 2.958, -0.843], [-3.158, 2.274, -0.537], [-2.623, 2.349, 0.745], [-1.451, 1.673, 1.045], [-0.808, 0.944, 0.049], [-1.347, 0.851, -1.225], [-2.525, 1.524, -1.521], [-3.128, 2.930, 1.505], [-1.055, 1.719, 2.050], [-0.864, 0.269, -1.996], [-2.949, 1.466, -2.515]], "forces_ev_per_angstrom": [[0.35, 1.02, -0.50], [0.08, 0.20, -0.06], [0.04, 0.00, 0.08], [0.00, 0.02, 0.02], [0.12, 0.24, 0.02], [0.23, -0.17, -0.30], [-0.10, 0.04, 0.00], [-0.18, -0.15, 0.60], [-0.16, -0.20, 0.28], [-0.42, -0.36, -0.09], [0.15, 0.25, 0.00], [-0.01, -0.15, 0.06], [-0.20, -0.24, 0.09], [0.20, 0.08, -0.23], [-0.04, 0.09, -0.16], [-0.02, 0.00, 0.05], [0.01, 0.01, 0.00], [-0.01, 0.00, 0.01], [-0.13, -0.14, 0.09], [0.00, -0.11, 0.01], [-0.01, -0.04, 0.05], [-0.02, -0.01, -0.03], [-0.01, 0.00, -0.01], [-0.02, 0.02, -0.01], [0.05, 0.07, 0.04], [0.01, -0.02, -0.01], [-0.03, 0.00, 0.02], [0.04, -0.06, 0.00], [-0.14, -0.34, 0.05], [-0.03, 0.06, -0.02], [0.03, 0.01, 0.04], [0.03, -0.06, 0.01], [0.00, 0.12, 0.12], [0.01, 0.00, -0.02], [-0.01, -0.04, 0.04], [0.02, 0.05, -0.07], [0.02, -0.01, -0.05], [0.11, 0.00, 0.06], [-0.07, -0.03, -0.03], [-0.01, 0.03, 0.00], [0.03, 0.03, -0.05], [-0.02, 0.02, 0.00], [0.05, 0.06, 0.10], [0.05, -0.27, -0.19], [0.00, 0.00, -0.01], [-0.01, 0.00, 0.00], [0.00, -0.03, 0.00], [-0.01, -0.04, -0.02], [0.00, 0.00, 0.00], [0.03, 0.04, -0.02], [-0.01, 0.00, 0.00], [-0.01, 0.00, 0.00], [0.01, -0.01, 0.02], [-0.01, 0.00, 0.02], [0.01, -0.01, 0.01], [0.00, -0.02, 0.01], [-0.01, -0.05, 0.02], [-0.10, 0.07, -0.04], [0.04, -0.03, 0.02], [-0.03, -0.01, -0.01], [0.05, 0.02, 0.12], [-0.08, 0.01, -0.11], [0.01, 0.03, 0.06], [-0.04, 0.05, 0.01], [0.10, -0.07, -0.06], [-0.01, -0.01, 0.00], [0.03, 0.02, 0.03], [0.08, -0.03, -0.06], [-0.01, 0.01, -0.01]], "homo_lumo_gap_ev": 7.64, "mol_weight_g_mol": 868.94, "relative_energy_kcal_mol": 0.0, "energy_ev": -127412.9420, "charge": 1, "multiplicity": 1}